Record 1
Molecular formula: C8H14N3
Method: DFT, ωB97M-V/def2-TZVPD

Each atom is followed by the atoms it is bonded to, with distances in Å.
Atoms and positions in Å:
1 C 1.3342 1.9349 -0.6741  C2 1.496, H12 1.087, H13 1.088, H14 1.089
2 C 1.4321 1.2771 0.6658  C1 1.496, N3 1.751, H15 1.082, H16 1.083
3 N 0.4233 -0.1543 0.6786  C2 1.751, C4 1.443, N6 1.314
4 C 1.1671 -1.3908 0.7084  N3 1.443, C5 1.529, H17 1.094, H18 1.092
5 C 1.8153 -1.7694 -0.6234  C4 1.529, H19 1.086, H20 1.086, H21 1.088
6 N -0.8373 -0.0683 0.3165  N3 1.314, C7 1.357, C11 1.357
7 C -1.5311 1.0870 0.4734  N6 1.357, C8 1.381, H22 1.075
8 C -2.8754 1.1371 0.1629  C7 1.381, N9 1.321, H23 1.081
9 N -3.5575 0.0879 -0.2613  C8 1.321, C10 1.318
10 C -2.8822 -1.0352 -0.4014  N9 1.318, C11 1.383, H24 1.082
11 C -1.5271 -1.1410 -0.1480  N6 1.357, C10 1.383, H25 1.075
12 H 1.5902 1.2492 -1.4781  C1 1.087
13 H 0.3538 2.3605 -0.8768  C1 1.088
14 H 2.0554 2.7507 -0.6963  C1 1.089
15 H 2.4022 0.8409 0.8633  C2 1.082
16 H 1.0787 1.8584 1.5090  C2 1.083
17 H 0.5087 -2.1864 1.0705  C4 1.094
18 H 1.9447 -1.2590 1.4638  C4 1.092
19 H 2.5213 -1.0051 -0.9352  C5 1.086
20 H 2.3631 -2.6991 -0.4975  C5 1.086
21 H 1.0828 -1.9090 -1.4153  C5 1.088
22 H -1.0117 1.9374 0.8779  C7 1.075
23 H -3.4175 2.0653 0.2760  C8 1.081
24 H -3.4293 -1.9041 -0.7421  C10 1.082
25 H -1.0036 -2.0643 -0.3169  C11 1.075

Gap between HOMO and LUMO (spin up / spin down): 0.328 / 0.328 hartree
E_HOMO (spin up / spin down): -13.277 / -13.276 eV
Charge: +1
Strongest force on any atom: 4.5 eV/A
Energy relative to the best compared isomer or geometry (same formula, charge and spin): 72.89 kcal per mole
SMILES string: CCN(CC)[n+]1ccncc1



Record 2
Molecular formula: C2H3N3O2
Method: DFT, ωB97M-V/def2-TZVPD

Each atom is followed by the atoms it is bonded to, with distances in Å.
Atoms and positions in Å:
1 O 2.4829 -0.8410 -0.1180  C2 1.199
2 C 1.3520 -0.4720 0.0329  O1 1.199, N3 1.420, N7 1.417
3 N 0.1376 -1.2055 0.0834  C2 1.420, C4 1.287
4 C -0.8034 -0.3466 -0.0982  N3 1.287, O5 1.298, N6 1.397
5 O -2.0708 -0.6249 -0.0972  C4 1.298, H8 1.012
6 N -0.3902 0.9876 -0.1226  C4 1.397, N7 1.344, H9 1.007
7 N 0.9365 0.8826 0.0632  C2 1.417, N6 1.344, H10 1.073
8 H -2.1879 -1.6161 0.0704  O5 1.012
9 H -0.9451 1.5244 0.5237  N6 1.007
10 H 1.4884 1.7114 -0.3376  N7 1.073

Gap between HOMO and LUMO: 0.360 hartree
E_HOMO: -9.385 eV
Strongest force on any atom: 4.3 eV/A
Energy relative to the best compared isomer or geometry (same formula, charge and spin): 25.30 kcal per mole
SMILES string: O=c1nc(O)[nH][nH]1